Entry 1:
A cluster of 2 separate species, C12H17N in total at a distorted geometry. Source: the OMol25 dataset; level of theory: ωB97M-V/def2-TZVPD.

Calculated values
- SMILES: Cc1c[nH]c2ccccc12.CCC
- Energy relative to the best compared isomer or geometry (same formula, charge and spin): 2.509 eV
- Maximum force: 6.349 eV/A
- LUMO energy: 0.034 Eh

```
30
C12H17N, DFT ωB97M-V/def2-TZVPD
C -1.291 -1.382 -2.904
C -1.245 -1.692 -1.430
C -2.238 -1.866 -0.525
N -1.705 -1.930 0.750
C -0.346 -1.761 0.689
C 0.526 -1.852 1.815
C 1.879 -1.503 1.533
C 2.240 -1.194 0.192
C 1.348 -1.200 -0.879
C -0.055 -1.294 -0.600
H -0.658 -2.097 -3.410
H -0.996 -0.391 -3.111
H -2.333 -1.490 -3.350
H -3.354 -1.952 -0.493
H -2.238 -1.974 1.480
H 0.113 -1.799 2.786
H 2.597 -1.323 2.302
H 3.193 -0.968 0.061
H 1.665 -1.041 -1.951
C 0.189 2.226 1.833
C 0.927 2.613 0.558
C -0.114 3.009 -0.502
H -0.527 1.388 1.579
H -0.371 3.080 2.095
H 0.891 1.826 2.588
H 1.512 3.598 0.863
H 1.719 1.926 0.339
H -1.063 2.501 -0.335
H -0.510 4.063 -0.546
H 0.243 2.480 -1.426
```

Entry 2:
A cluster of 2 separate species, C12H17N in total at a distorted geometry. Source: the OMol25 dataset; level of theory: ωB97M-V/def2-TZVPD.

Calculated values
- SMILES: Cc1c[nH]c2ccccc12.CCC
- Energy relative to the best compared isomer or geometry (same formula, charge and spin): 3.830 eV
- Maximum force: 5.998 eV/A
- LUMO energy: 0.034 Eh

```
30
C12H17N, DFT ωB97M-V/def2-TZVPD
C -3.635 -0.146 1.391
C -2.495 0.151 0.387
C -2.385 0.624 -1.005
N -1.146 0.345 -1.548
C -0.371 -0.336 -0.549
C 0.907 -0.874 -0.751
C 1.501 -1.642 0.304
C 0.660 -1.909 1.467
C -0.527 -1.175 1.670
C -1.194 -0.475 0.581
H -4.505 0.627 1.465
H -3.282 -0.023 2.364
H -4.299 -0.861 0.879
H -3.123 1.054 -1.609
H -0.766 0.750 -2.304
H 1.525 -0.489 -1.625
H 2.444 -2.195 0.252
H 0.694 -2.871 2.158
H -1.046 -1.381 2.569
C 1.621 2.186 -0.983
C 2.453 1.481 0.074
C 3.449 0.624 -0.659
H 0.980 2.919 -0.444
H 2.228 2.854 -1.464
H 1.166 1.670 -1.749
H 1.903 0.830 0.797
H 2.901 2.216 0.730
H 2.901 0.056 -1.467
H 4.235 0.179 0.028
H 4.164 1.188 -1.303
```

Entry 3:
A cluster of 2 separate species, C12H17N in total at a distorted geometry. Source: the OMol25 dataset; level of theory: ωB97M-V/def2-TZVPD.

Calculated values
- Spin multiplicity: 2
- Energy relative to the best compared isomer or geometry (same formula, charge and spin): 3.557 eV
- Maximum force: 5.924 eV/A
- LUMO energy (spin up / spin down): -0.136 / -0.272 Eh
- Charge: +1

```
30
C12H17N, DFT ωB97M-V/def2-TZVPD
C 1.669 3.058 -0.371
C -1.626 1.171 0.051
C -0.334 1.519 -0.688
C 0.348 2.509 0.074
C -0.325 2.708 1.218
C -2.641 0.308 -0.298
C -2.496 -0.137 -1.640
C -0.256 0.862 -1.867
C -1.348 0.075 -2.373
N -1.612 1.842 1.280
H -1.964 1.447 2.122
H -3.487 0.128 0.403
H -0.351 3.448 2.006
H -3.383 -0.654 -2.103
H 0.588 1.037 -2.383
H 1.389 4.000 -1.095
H 2.154 2.392 -1.091
H -1.241 -0.364 -3.460
H 2.263 3.485 0.480
C 1.575 -2.129 1.106
C 1.797 -2.928 -0.151
C 0.241 -2.667 1.692
H 2.312 -2.309 1.854
H 1.584 -0.887 1.132
H 1.428 -2.194 -0.880
H -0.257 -1.985 2.318
H 1.314 -3.904 -0.161
H 2.736 -3.424 -0.287
H -0.509 -2.740 0.866
H 0.433 -3.672 2.249
```

Entry 4:
An isolated molecule of C12H17N2P at a distorted geometry. Source: the OMol25 dataset; level of theory: ωB97M-V/def2-TZVPD.

Calculated values
- SMILES: CPc1nc2ccccn2c1C(C)(C)C
- Energy relative to the best compared isomer or geometry (same formula, charge and spin): 2.576 eV
- Maximum force: 6.696 eV/A
- LUMO energy: 0.015 Eh

```
32
C12H17N2P, DFT ωB97M-V/def2-TZVPD
C 2.652 2.664 -1.229
P 2.377 1.960 0.455
C 0.649 1.548 0.408
N -0.387 2.249 0.059
C -1.491 1.576 -0.177
C -2.810 2.030 -0.058
C -3.838 1.127 -0.179
C -3.536 -0.219 -0.154
C -2.274 -0.684 -0.197
N -1.159 0.121 -0.168
C 0.094 -0.143 0.024
C 0.787 -1.480 0.191
C 2.242 -1.184 0.394
C 0.512 -2.476 -0.915
C 0.326 -2.056 1.631
H 1.780 3.188 -1.565
H 2.669 1.887 -1.966
H 3.644 3.199 -1.480
H 2.011 3.123 1.163
H -2.875 3.093 0.042
H -4.834 1.445 0.039
H -4.322 -0.909 -0.217
H -2.030 -1.782 -0.153
H 2.668 -2.190 0.619
H 2.725 -0.879 -0.469
H 2.483 -0.526 1.124
H 1.189 -2.090 -1.644
H 0.783 -3.538 -0.572
H -0.585 -2.484 -1.100
H 0.705 -1.321 2.346
H -0.798 -2.130 1.906
H 0.641 -3.119 1.844
```

Entry 5:
A structure of composition C12H17N3O2S at a distorted geometry. Source: the OMol25 dataset; level of theory: ωB97M-V/def2-TZVPD.

Calculated values
- Energy relative to the best compared isomer or geometry (same formula, charge and spin): 4.224 eV
- Maximum force: 5.534 eV/A
- LUMO energy: 0.024 Eh

```
35
C12H17N3O2S, DFT ωB97M-V/def2-TZVPD
O -2.566 -1.977 0.619
O -2.427 -0.852 -1.584
N -0.371 -0.917 0.150
C 0.158 -1.568 -0.876
C -4.440 2.345 1.042
C -2.415 2.376 2.283
C -3.884 1.238 0.393
C -1.960 1.264 1.753
C -3.559 2.965 1.898
C -2.599 0.646 0.714
N -3.965 4.113 2.541
N 1.499 -1.537 -0.899
C 2.285 -0.552 -0.137
C 2.129 -2.327 -2.019
C 3.759 -0.429 -0.530
C 3.662 -2.147 -2.123
C 4.478 -1.687 -0.972
S -2.024 -0.848 -0.120
H -0.447 -1.952 -1.716
H -5.436 2.755 0.938
H -1.710 2.774 2.992
H -4.504 0.445 -0.187
H -1.019 0.770 2.104
H -4.911 4.399 2.494
H -3.424 4.362 3.343
H 2.383 -0.923 0.913
H 1.861 0.491 -0.170
H 1.582 -2.206 -3.002
H 1.941 -3.331 -1.668
H 3.846 0.310 -1.382
H 4.320 0.072 0.291
H 4.169 -2.943 -2.689
H 3.632 -1.290 -2.920
H 4.473 -2.539 -0.273
H 5.484 -1.302 -1.198
```

Entry 6:
An isolated molecule of C12H17NO3 at a distorted geometry. Source: the OMol25 dataset; level of theory: ωB97M-V/def2-TZVPD.

Calculated values
- SMILES: C/C=C/C/C=C/CCC(=O)[C@H]1O[C@H]1C(N)=O
- Energy relative to the best compared isomer or geometry (same formula, charge and spin): 2.235 eV
- Maximum force: 1.064 eV/A
- LUMO energy: 0.025 Eh

```
33
C12H17NO3, DFT ωB97M-V/def2-TZVPD
C -5.199 -1.268 -1.191
C -4.118 -0.461 -0.551
C -4.047 -0.200 0.743
C -2.945 0.574 1.415
C -2.137 1.393 0.461
C -0.906 1.095 0.078
C -0.107 1.901 -0.899
C 1.222 2.377 -0.289
C 2.132 1.234 0.081
O 2.560 1.054 1.193
C 2.484 0.327 -1.065
O 3.518 -0.597 -0.887
C 2.240 -1.135 -0.981
C 1.610 -1.766 0.245
N 2.389 -1.724 1.334
O 0.516 -2.283 0.186
H -4.770 -2.152 -1.663
H -5.936 -1.586 -0.456
H -5.698 -0.689 -1.967
H -3.352 -0.091 -1.219
H -4.807 -0.583 1.414
H -2.295 -0.138 1.932
H -3.390 1.229 2.168
H -2.636 2.265 0.058
H -0.419 0.210 0.465
H -0.681 2.776 -1.211
H 0.095 1.294 -1.786
H 1.025 2.963 0.610
H 1.745 3.008 -1.011
H 2.440 0.779 -2.054
H 1.991 -1.646 -1.908
H 2.028 -2.055 2.214
H 3.225 -1.158 1.326
```

Entry 7:
A structure of composition C12H18AsCa2F6NO12 at a distorted geometry. Source: the OMol25 dataset; level of theory: ωB97M-V/def2-TZVPD.

Calculated values
- Energy relative to the best compared isomer or geometry (same formula, charge and spin): 18.234 eV
- Maximum force: 7.514 eV/A
- LUMO energy: -0.403 Eh
- Charge: +2

```
52
C12H18AsCa2F6NO12, DFT ωB97M-V/def2-TZVPD
Ca 31.294 6.263 -7.012
Ca 32.907 6.419 0.169
As 36.453 9.757 -4.837
F 37.189 8.142 -4.969
F 37.845 10.509 -4.034
F 35.665 11.427 -4.719
F 34.985 9.189 -5.562
F 35.682 9.355 -3.257
F 37.185 9.988 -6.504
N 29.671 9.999 -3.403
O 29.585 9.391 -4.483
O 30.390 9.514 -2.571
O 29.174 11.102 -3.415
C 31.069 14.998 4.680
C 30.659 13.641 5.175
C 29.222 13.172 4.773
O 29.533 12.037 4.008
C 30.825 11.773 4.009
O 31.309 10.761 3.365
O 31.513 12.709 4.509
H 31.003 15.087 3.596
H 32.096 15.140 5.017
H 30.427 15.793 5.061
H 30.763 13.522 6.253
H 28.766 13.934 4.141
H 28.470 12.958 5.532
C 29.534 17.935 -1.929
C 30.642 18.014 -3.018
C 31.129 16.676 -3.369
O 30.630 16.421 -4.667
C 30.152 17.489 -5.126
O 29.631 17.502 -6.241
O 30.185 18.520 -4.268
H 28.682 17.277 -2.100
H 29.134 18.926 -1.716
H 29.900 17.661 -0.939
H 31.469 18.643 -2.687
H 30.590 16.057 -2.651
H 32.186 16.435 -3.261
C 24.912 12.768 -7.199
C 24.045 12.845 -5.901
C 23.709 14.294 -5.432
O 22.465 14.176 -4.853
C 21.803 13.150 -5.533
O 20.668 12.692 -5.387
O 22.765 12.376 -6.073
H 25.916 13.070 -6.898
H 24.456 13.347 -8.002
H 25.219 11.779 -7.537
H 24.469 12.278 -5.071
H 23.580 14.999 -6.253
H 24.196 14.809 -4.604
```

Entry 8:
A structure of composition C12H18AuNOSTe. Source: the OMol25 dataset; level of theory: ωB97M-V/def2-TZVPD.

Calculated values
- Energy relative to the best compared isomer or geometry (same formula, charge and spin): 0.459 eV
- Maximum force: 0.375 eV/A
- LUMO energy: 0.008 Eh

```
35
C12H18AuNOSTe, DFT ωB97M-V/def2-TZVPD
Au 1.056 1.347 -0.035
C 3.118 1.984 3.856
C 2.195 2.138 2.744
N 1.466 2.258 1.868
H 2.875 1.075 4.403
H 3.044 2.842 4.521
H 4.133 1.910 3.470
C -2.519 -2.418 0.548
C -1.024 -2.689 0.551
S -0.121 -1.470 1.526
O 1.336 -1.714 1.290
C -0.458 -2.121 3.187
C 0.224 -3.450 3.466
H -3.022 -3.103 -0.133
H -2.727 -1.401 0.215
H -2.964 -2.552 1.536
H -0.597 -2.561 -0.445
H -0.766 -3.685 0.910
H -1.543 -2.160 3.303
H -0.089 -1.339 3.852
H -0.324 -4.287 3.036
H 0.295 -3.620 4.541
H 1.231 -3.443 3.049
Te 0.744 -0.059 -2.128
C 0.031 1.453 -3.438
C -1.138 2.160 -3.165
C -1.591 3.137 -4.039
C -0.891 3.413 -5.206
C 0.268 2.706 -5.489
C 0.728 1.734 -4.609
H -1.692 1.947 -2.259
H -2.498 3.683 -3.809
H -1.246 4.174 -5.888
H 0.823 2.914 -6.396
H 1.642 1.198 -4.832
```